A molecular structure, C18H23N4OSTi in a non-equilibrium geometry. Source: OMol25; level of theory: the ωB97M-V functional and the def2-TZVPD basis.

Structure (XYZ):
```
48
Properties=species:S:1:pos:R:3:nbo_charge:R:1
Ti -0.64 -0.56 -0.60 1.631
S -2.25 1.83 -0.66 0.295
O -1.58 -0.85 -1.86 -0.809
N -2.11 -0.98 0.95 -0.659
N 2.25 -1.28 -0.66 -0.060
N -0.11 0.97 1.29 -0.671
N 1.51 -0.36 -1.04 -0.294
C -1.01 0.68 2.43 -0.242
C 0.31 -4.85 0.17 -0.157
C 1.55 -2.44 -0.25 0.088
C -3.45 -0.45 0.59 -0.238
C 2.11 0.81 -1.58 0.147
C 3.84 2.44 -1.69 -0.188
C 1.40 1.46 -2.58 -0.239
C 3.14 3.10 -2.69 -0.182
C 1.69 -4.78 0.22 -0.217
C 0.14 -2.47 -0.23 -0.447
C -3.54 1.06 0.39 -0.528
C -1.42 2.95 0.50 -0.548
C -1.63 -0.71 2.32 -0.236
C 1.93 2.62 -3.14 -0.193
C -0.07 2.41 0.96 -0.236
C 2.33 -3.57 -0.02 -0.169
C -0.46 -3.70 -0.04 -0.216
C 3.33 1.29 -1.12 -0.233
H -2.10 3.17 1.32 0.227
H -4.18 -0.71 1.36 0.210
H 4.79 2.83 -1.34 0.232
H 0.66 2.54 0.17 0.225
H 3.86 0.75 -0.35 0.238
H 3.55 4.01 -3.13 0.232
H 2.27 -5.68 0.40 0.231
H -2.18 -1.99 0.86 0.424
H -2.43 -0.82 3.05 0.216
H 0.27 3.00 1.83 0.208
H 0.82 0.67 1.56 0.394
H -1.26 3.89 -0.03 0.259
H 0.46 1.05 -2.94 0.240
H -0.87 -1.46 2.54 0.227
H -4.50 1.27 -0.08 0.257
H -0.48 0.76 3.39 0.221
H -3.73 -0.95 -0.34 0.242
H 1.39 3.12 -3.93 0.233
H -0.18 -5.81 0.31 0.227
H -1.54 -3.80 -0.08 0.202
H 3.41 -3.51 -0.04 0.234
H -3.53 1.60 1.34 0.221
H -1.79 1.44 2.46 0.202
```

* calculated total energy: -2241.45831 a.u.
* strongest force on any atom: 1.11 eV/Å
* LUMO: -3.925 eV
* HOMO level: -11.73 eV
* energy above the lowest of the compared OMol25 structures with the same formula, charge and spin: 3.2 kcal/mol
* charge: +1
* frontier orbital gap: 7.80 eV